C5H13NO2 | wB97M-V/def2-TZVPD

```
21
Properties=species:S:1:pos:R:3:forces:R:3
C -0.56064 1.17128 -1.24198 0.94 0.74 0.22
C -0.74751 0.70485 0.17249 -3.02 -2.53 -0.82
O -1.41496 1.30244 0.99217 0.94 -0.20 -0.16
C -0.62013 -0.96230 0.29231 -0.11 1.60 0.43
C -2.02745 -1.50369 0.05801 0.12 0.23 0.06
N 0.27620 -1.50352 -0.70420 0.21 0.17 -0.08
H 0.48224 1.03246 -1.52270 0.05 -0.01 -0.20
H -1.15258 0.57015 -1.92725 -0.07 -0.17 0.14
H -0.82628 2.22251 -1.33732 -0.07 0.00 0.06
H -0.33565 -1.18189 1.33587 -0.01 0.12 -0.14
H -2.73445 -1.02310 0.73031 -0.04 -0.04 0.04
H -2.04933 -2.58073 0.22914 0.02 -0.03 0.03
H -2.33228 -1.32387 -0.97168 -0.04 0.03 -0.07
H 1.23184 -1.20810 -0.54339 0.06 -0.05 0.00
H 0.24692 -2.51634 -0.72878 -0.04 0.09 0.08
C 1.83320 1.24674 1.08984 -1.71 -2.00 0.80
O 2.58310 0.51645 0.15079 0.49 -0.26 -0.67
H 2.19744 1.06266 2.10389 0.28 0.25 0.07
H 1.82474 2.32236 0.89552 -0.61 -0.22 -0.11
H 0.78956 0.64189 1.11697 2.72 2.23 0.09
H 3.33601 1.00976 -0.19001 -0.11 0.07 0.22
```
Positions in Å, forces in eV/Å.

Properties
SMILES string = CC(=O)[C@@H](C)N.CO
ΔE to the lowest compared entry with this formula, charge and spin = 56.5 kcal/mol
energy = -10979.42812 eV
LUMO level = 0.7 eV
gap between HOMO and LUMO = 9.6 eV
HOMO energy = -0.3262 Ha